Entry 1:
Molecular formula: C22H43N2P3PtS
Method: DFT, ωB97M-V/def2-TZVPD

Each line ends with the Löwdin charge.
CARTESIAN COORDINATES (ANGSTROEM)
Pt: -0.051 0.435 0.942  0.54
P: -0.736 2.157 2.253  0.64
P: -2.194 -0.231 0.345  0.66
P: 2.151 1.215 0.679  0.66
H: -0.046 -2.376 -8.486  0.13
C: 0.976 -2.617 -8.206  0.22
C: 1.313 -3.822 -7.753  0.23
H: 0.580 -4.617 -7.643  0.13
C: -1.212 3.681 1.327  -0.22
C: -2.227 2.033 3.348  -0.23
C: 0.398 2.884 3.526  -0.22
C: -2.378 -1.724 -0.713  -0.26
C: -3.499 -0.657 1.590  -0.22
C: -3.110 0.991 -0.689  -0.23
C: 3.305 0.387 -0.499  -0.27
C: 3.362 1.422 2.069  -0.22
C: 2.171 2.934 0.032  -0.24
H: 1.709 -1.822 -8.316  0.13
H: 2.336 -4.062 -7.474  0.13
H: -1.504 4.497 1.999  0.08
H: -2.045 3.434 0.665  0.04
H: -0.378 4.004 0.700  0.03
H: -2.284 2.903 4.011  0.07
H: -2.164 1.129 3.960  0.04
H: -3.141 1.987 2.752  0.05
H: -0.126 3.636 4.127  0.08
H: 1.260 3.349 3.049  0.04
H: 0.761 2.094 4.188  0.03
H: -3.429 -2.036 -0.724  0.08
H: -1.751 -2.531 -0.327  0.00
H: -2.049 -1.502 -1.730  0.04
H: -4.458 -0.216 1.297  0.08
H: -3.237 -0.304 2.588  0.02
H: -3.617 -1.744 1.626  0.05
H: -3.943 0.520 -1.222  0.08
H: -2.407 1.415 -1.410  0.04
H: -3.494 1.806 -0.070  0.05
H: 4.274 0.898 -0.484  0.08
H: 2.884 0.431 -1.505  0.03
H: 3.454 -0.654 -0.201  0.04
H: 4.135 2.141 1.775  0.08
H: 3.846 0.467 2.292  0.07
H: 2.873 1.790 2.974  0.02
H: 3.167 3.200 -0.339  0.08
H: 1.878 3.617 0.833  0.04
H: 1.440 3.019 -0.774  0.04
C: 0.586 -0.941 -2.302  -0.59
C: 0.433 0.341 -2.857  -0.09
C: 0.216 0.509 -4.224  -0.02
C: 0.142 -0.593 -5.077  -0.03
C: 0.295 -1.874 -4.535  -0.05
C: 0.512 -2.049 -3.173  -0.08
S: 0.841 -1.269 -0.590  0.73
H: -0.289 1.507 -0.278  -0.02
H: 0.503 1.198 -2.193  0.07
H: 0.104 1.514 -4.625  0.13
H: -0.029 -0.460 -6.141  0.11
H: 0.242 -2.747 -5.182  0.10
H: 0.626 -3.049 -2.762  0.12
N: -0.982 -2.851 1.864  0.25
C: -0.336 -2.136 2.865  -0.25
C: -0.196 -2.798 4.101  0.10
C: 0.571 -2.243 5.105  0.05
C: 1.212 -1.049 4.856  0.08
C: 1.024 -0.416 3.629  -0.07
N: 0.233 -0.890 2.635  -0.05
H: -0.411 -2.892 1.022  0.06
H: -1.507 -3.711 2.082  0.17
H: -0.652 -3.767 4.267  0.16
H: 0.698 -2.752 6.052  0.16
H: 1.850 -0.605 5.610  0.16
H: 1.521 0.457 3.469  0.02

Summary:
Charge: +4
Strongest force on any atom: 4.8 eV/Å
<S²>: 6.052
Relative energy (zero: lowest compared OMol25 entry of this formula, charge and spin): 71.3 kcal per mole
Spin multiplicity: 5
Energy: -68397.2240 eV
LUMO energy (alpha / beta): -11.20 / -15.29 eV
M: 655.667 g/mol
HOMO level (alpha / beta): -15.971 / -19.808 eV

Entry 2:
Molecular formula: C29H45CrN6O4Si
Method: DFT, ωB97M-V/def2-TZVPD

Each line ends with the Löwdin charge.
CARTESIAN COORDINATES (ANGSTROEM)
Cr: -0.179 -0.225 0.151  0.65
O: -0.093 0.190 -1.659  -0.20
C: 0.960 0.209 -2.470  -0.33
C: 0.735 0.413 -3.837  -0.04
C: 1.774 0.446 -4.746  -0.09
C: 3.088 0.277 -4.316  -0.10
C: 3.325 0.069 -2.972  -0.04
C: 2.289 0.021 -2.033  -0.13
C: 2.644 -0.172 -0.638  -0.05
N: 1.775 -0.289 0.292  -0.10
N: 2.267 -0.353 1.593  0.12
C: 1.273 -0.254 2.421  -0.43
O: 0.026 -0.136 2.038  -0.19
C: 1.553 -0.249 3.876  -0.15
C: 0.510 -0.061 4.776  -0.03
C: 0.758 -0.061 6.141  -0.08
C: 2.049 -0.250 6.612  -0.09
C: 3.093 -0.439 5.714  -0.08
C: 2.848 -0.438 4.352  -0.02
H: -0.296 0.504 -4.159  0.10
H: 1.564 0.595 -5.798  0.10
H: 3.906 0.302 -5.022  0.10
H: 4.341 -0.065 -2.618  0.11
H: 3.696 -0.187 -0.360  0.13
H: -0.492 0.082 4.396  0.11
H: -0.058 0.086 6.837  0.10
H: 2.243 -0.252 7.677  0.10
H: 4.101 -0.588 6.079  0.10
H: 3.650 -0.583 3.641  0.11
N: -2.269 0.253 0.369  0.02
C: -2.606 1.483 -0.357  -0.26
C: -3.918 2.082 0.179  -0.13
C: -4.478 3.369 -0.434  -0.17
C: -4.643 3.354 -1.952  -0.18
N: -3.322 3.409 -2.555  0.06
C: -3.030 2.984 -3.746  -0.46
N: -1.735 2.944 -4.123  0.20
N: -3.967 2.568 -4.632  0.19
C: -1.378 2.418 -0.295  -0.55
O: -1.433 3.492 -0.986  0.02
O: -0.419 2.065 0.388  0.04
H: -2.947 -0.478 0.186  0.09
H: -2.253 0.418 1.375  0.10
H: -2.735 1.194 -1.403  0.14
H: -3.794 2.249 1.254  0.13
H: -4.675 1.297 0.075  0.12
H: -3.853 4.224 -0.169  0.12
H: -5.458 3.543 0.013  0.12
H: -5.232 4.224 -2.257  0.12
H: -5.188 2.453 -2.261  0.12
H: -2.424 3.531 -1.795  0.05
H: -1.036 3.046 -3.400  0.11
H: -1.465 2.446 -4.952  0.10
H: -4.928 2.805 -4.463  0.10
H: -3.707 2.410 -5.589  0.11
C: 1.410 -3.518 -0.026  -0.20
Si: -0.304 -2.704 0.033  0.75
C: -1.149 -3.496 1.611  -0.62
C: -0.224 -3.279 2.817  -0.10
C: -2.490 -2.830 1.937  -0.10
C: -1.374 -5.011 1.516  -0.11
C: -1.201 -3.228 -1.625  -0.63
C: -0.233 -2.989 -2.792  -0.10
C: -2.436 -2.352 -1.868  -0.11
C: -1.626 -4.699 -1.705  -0.10
H: 1.365 -4.611 -0.004  0.03
H: 2.010 -3.187 0.824  0.02
H: 1.951 -3.225 -0.929  0.02
H: -0.089 -2.225 3.040  0.05
H: 0.759 -3.730 2.667  0.08
H: -0.666 -3.749 3.704  0.09
H: -2.359 -1.763 2.132  0.06
H: -2.925 -3.272 2.842  0.09
H: -3.221 -2.954 1.132  0.07
H: -0.485 -5.541 1.169  0.07
H: -2.202 -5.274 0.864  0.06
H: -1.616 -5.399 2.513  0.08
H: 0.077 -1.949 -2.862  0.05
H: -0.729 -3.251 -3.735  0.08
H: 0.663 -3.607 -2.715  0.08
H: -2.160 -1.294 -1.901  0.05
H: -3.198 -2.493 -1.095  0.06
H: -2.900 -2.604 -2.831  0.08
H: -0.837 -5.379 -1.376  0.08
H: -1.865 -4.952 -2.745  0.08
H: -2.518 -4.903 -1.116  0.06

Summary:
Charge: 0
Strongest force on any atom: 0.6 eV/Å
<S²>: 0.779
Relative energy (zero: lowest compared OMol25 entry of this formula, charge and spin): 0.1 kcal per mole
Spin multiplicity: 2
Energy: -84235.6979 eV
LUMO energy (alpha / beta): -0.09 / -0.09 eV
M: 621.799 g/mol
HOMO level (alpha / beta): -7.078 / -6.704 eV

Entry 3:
Molecular formula: C35H41AsF9IrNOPSi2
Method: DFT, ωB97M-V/def2-TZVPD

Each line ends with the Löwdin charge.
CARTESIAN COORDINATES (ANGSTROEM)
Ir: 0.161 -1.177 0.661  0.62
O: 0.163 -3.245 1.477  -0.24
C: 0.995 -4.373 1.081  -0.19
C: 0.690 -4.832 -0.330  -0.13
C: 0.738 -3.688 -1.355  -0.12
C: 1.967 -2.843 -1.203  -0.27
C: 3.164 -3.205 -1.806  0.02
C: 4.306 -2.457 -1.585  0.00
C: 4.227 -1.352 -0.749  -0.01
C: 3.012 -1.036 -0.187  -0.14
N: 1.898 -1.758 -0.408  -0.07
H: -0.728 -3.542 1.698  0.12
H: 0.847 -5.170 1.808  0.14
H: 2.017 -4.009 1.177  0.12
H: -0.291 -5.311 -0.373  0.13
H: 1.422 -5.602 -0.586  0.14
H: -0.144 -3.056 -1.255  0.07
H: 0.700 -4.104 -2.362  0.14
H: 3.185 -4.077 -2.446  0.14
H: 5.242 -2.731 -2.052  0.13
H: 5.090 -0.734 -0.543  0.13
H: 2.894 -0.176 0.456  0.11
C: 2.174 0.775 4.659  -0.20
Si: 1.169 -0.710 4.167  0.31
C: 2.293 -1.997 3.421  -0.21
C: 0.126 -1.437 5.526  -0.20
As: -0.415 0.046 2.470  0.84
Si: -1.607 2.038 3.298  0.35
C: -3.393 1.521 3.214  -0.20
C: -1.146 2.222 5.089  -0.20
C: -1.022 3.513 2.341  -0.18
H: 2.963 0.425 5.330  0.05
H: 1.607 1.535 5.193  0.01
H: 2.663 1.241 3.801  0.04
H: 3.111 -2.165 4.127  0.06
H: 2.741 -1.679 2.479  0.01
H: 1.784 -2.948 3.274  0.02
H: 0.784 -1.805 6.317  0.05
H: -0.461 -2.285 5.169  0.04
H: -0.552 -0.716 5.979  0.02
H: -3.598 0.798 4.005  0.05
H: -3.708 1.091 2.269  0.00
H: -4.015 2.398 3.412  0.06
H: -1.210 1.303 5.669  0.02
H: -1.883 2.911 5.514  0.06
H: -0.167 2.674 5.233  0.03
H: -1.098 3.408 1.263  0.00
H: 0.015 3.732 2.604  0.04
H: -1.623 4.377 2.639  0.06
F: -3.748 6.029 -0.164  0.16
C: -4.326 4.906 -0.612  -0.59
F: -4.826 5.164 -1.824  0.17
F: -5.347 4.620 0.204  0.15
C: -3.323 3.777 -0.666  -0.09
C: -2.097 4.001 -1.275  0.02
C: -1.155 2.984 -1.330  -0.06
C: -1.436 1.743 -0.762  -0.35
C: -2.686 1.521 -0.188  -0.11
C: -3.629 2.533 -0.136  0.01
P: -0.376 0.278 -0.951  0.88
C: 1.125 0.879 -1.772  -0.37
C: 1.635 0.280 -2.918  -0.07
C: 2.875 0.663 -3.413  0.02
C: 3.601 1.648 -2.765  -0.10
C: 3.094 2.268 -1.629  0.01
C: 1.866 1.875 -1.130  -0.10
C: 4.958 2.066 -3.278  -0.60
F: 5.830 2.176 -2.261  0.15
F: 5.456 1.176 -4.141  0.16
F: 4.901 3.252 -3.890  0.17
C: -1.378 -0.606 -2.188  -0.34
C: -2.208 -1.660 -1.827  -0.10
C: -3.063 -2.234 -2.758  0.02
C: -3.094 -1.740 -4.050  -0.09
C: -2.296 -0.662 -4.416  0.03
C: -1.450 -0.090 -3.485  -0.06
C: -3.980 -2.387 -5.090  -0.59
F: -4.515 -1.477 -5.907  0.17
F: -4.976 -3.079 -4.527  0.16
F: -3.267 -3.240 -5.842  0.16
H: -1.875 4.967 -1.707  0.14
H: -0.217 3.173 -1.832  0.11
H: -2.936 0.539 0.194  0.10
H: -4.599 2.357 0.308  0.13
H: 1.082 -0.497 -3.428  0.11
H: 3.276 0.189 -4.299  0.13
H: 3.666 3.040 -1.132  0.14
H: 1.488 2.338 -0.225  0.11
H: -2.220 -2.016 -0.802  0.09
H: -3.715 -3.048 -2.474  0.13
H: -2.350 -0.265 -5.421  0.14
H: -0.854 0.770 -3.769  0.12

Summary:
Charge: +2
Strongest force on any atom: 0.2 eV/Å
Relative energy (zero: lowest compared OMol25 entry of this formula, charge and spin): 0.0 kcal per mole
Energy: -153667.9531 eV
LUMO energy (alpha / beta): -7.38 / -7.38 eV
M: 1016.986 g/mol
HOMO level (alpha / beta): -14.397 / -14.396 eV

Entry 4:
Molecular formula: C9H8N3O2
Method: DFT, ωB97M-V/def2-TZVPD

Each line ends with the Löwdin charge.
CARTESIAN COORDINATES (ANGSTROEM)
O: 2.875 1.961 0.959  -0.11
C: 2.987 1.054 0.046  -0.65
O: 3.985 0.871 -0.647  -0.06
C: 1.720 0.164 -0.440  -0.17
N: 2.394 -1.089 -0.957  0.01
N: 2.113 -2.080 -0.065  -0.04
N: 1.197 -1.825 0.731  0.01
C: 0.844 -0.392 0.619  -0.28
C: -0.636 -0.100 0.429  -0.20
C: -1.020 1.145 -0.027  -0.06
C: -2.349 1.364 -0.296  -0.10
C: -3.303 0.345 -0.219  -0.12
C: -2.894 -0.936 0.139  -0.10
C: -1.512 -1.163 0.486  -0.05
H: 1.142 0.702 -1.216  0.14
H: 3.310 -0.873 -1.277  0.08
H: 1.098 0.177 1.579  0.16
H: -0.338 1.987 0.011  0.13
H: -2.546 2.402 -0.455  0.09
H: -4.372 0.428 -0.446  0.09
H: -3.464 -1.963 0.200  0.12
H: -1.233 -2.179 0.847  0.11

Summary:
Charge: -1
Strongest force on any atom: 3.6 eV/Å
Relative energy (zero: lowest compared OMol25 entry of this formula, charge and spin): 0.0 kcal per mole
Energy: -18027.8858 eV
LUMO energy: 3.25 eV
M: 190.182 g/mol
HOMO level: -4.620 eV
SMILES: O=C([O-])[C@H]1NN=N[C@@H]1c1ccccc1